The following is a DFT calculation (the ωB97M-V functional and the def2-TZVPD basis) of the molecule C4H6FNS in a non-equilibrium geometry.

Structure (ORCA input):
```
! RIJCOSX wB97M-V def2-TZVPD def2/J DEFGRID3
* xyz 0 1
C 0.6864 -0.6329 -2.5509
C 0.1594 -0.4671 -1.1523
C 0.3869 1.2785 0.5889
C -0.0638 0.7144 1.7133
H 0.7999 0.3167 -3.0636
H 1.6238 -1.2077 -2.5690
H -0.0358 -1.2107 -3.1526
H 1.1453 1.2874 -1.2571
H 0.5208 2.3525 0.6814
H -0.3710 -0.3485 1.8421
N 0.5626 0.7342 -0.6328
F -0.2479 1.4366 2.8514
S -0.7753 -1.5385 -0.3317
*
```

Properties
Max |F| (Eh/bohr): 0.06463
HOMO-LUMO gap (eV): 8.91
Energy (Eh): -708.78821